The following is a quantum chemistry calculation of 17 unconnected molecules or ions with the total composition C97H218N10O17, from the OMol25 dataset.

## Properties
- Maximum force: 2.432 eV Å⁻¹
- Spin multiplicity: 1
- LUMO level: 0.12 eV
- Net charge: 0

Each line ends with the Löwdin charge.
CARTESIAN COORDINATES (ANGSTROEM)
C  -5.852618  1.636614  -3.229872  -0.027
C  -7.044084  2.621313  -3.329370  -0.458
C  -7.673100  2.770245  -1.957321  -0.141
C  -8.765244  3.808674  -1.937559  -0.174
C  -8.095067  5.128269  -2.192420  -0.144
C  -7.337663  5.193589  -3.549607  -0.493
N  -6.497878  3.993882  -3.738386  -0.086
O  -6.019978  4.003653  -5.056798  -0.052
C  -8.417200  5.273571  -4.663463  -0.028
C  -6.436947  6.411825  -3.580409  -0.033
C  -8.014510  2.025095  -4.381198  -0.024
H  -5.278854  1.649201  -4.149918  0.079
H  -6.191466  0.661896  -2.915020  0.045
H  -5.157855  1.959725  -2.429577  0.080
H  -8.054527  1.805369  -1.611170  0.117
H  -6.942539  3.029689  -1.218438  0.107
H  -9.315129  3.872942  -1.038393  0.103
H  -9.450032  3.690298  -2.786458  0.101
H  -7.413741  5.335800  -1.373215  0.109
H  -8.826710  5.915776  -2.175649  0.114
H  -8.009534  5.240990  -5.676464  0.083
H  -9.199279  4.517233  -4.670498  0.062
H  -8.882755  6.240442  -4.616255  0.072
H  -5.718585  6.383343  -2.756603  0.074
H  -5.891555  6.484216  -4.539460  0.090
H  -7.021371  7.302564  -3.511658  0.073
H  -8.994489  2.483410  -4.432927  0.054
H  -8.222734  0.934452  -4.231631  0.092
H  -7.506492  2.085781  -5.356692  0.087
H  -5.073594  4.251516  -4.910694  0.069
C  -3.737158  -6.792686  4.762260  -0.039
C  -3.192366  -5.506268  5.363531  -0.498
C  -1.871724  -5.712418  6.112288  -0.121
C  -1.191968  -4.397355  6.527404  -0.179
C  -1.024089  -3.501295  5.292316  -0.106
C  -2.390357  -3.276416  4.577660  -0.451
N  -3.033829  -4.549583  4.211358  -0.065
O  -4.311023  -4.367616  3.507955  -0.041
C  -3.260625  -2.382792  5.534369  -0.010
C  -2.147494  -2.540139  3.230755  -0.011
C  -4.259583  -5.091356  6.403050  -0.035
H  -3.922538  -7.539244  5.520867  0.082
H  -3.036104  -7.271927  4.053596  0.089
H  -4.647317  -6.596377  4.199984  0.082
H  -2.045564  -6.497579  6.847527  0.126
H  -1.168435  -6.141533  5.397091  0.112
H  -0.272542  -4.653729  7.040170  0.105
H  -1.769136  -3.956951  7.328335  0.097
H  -0.311520  -3.993536  4.641454  0.110
H  -0.574796  -2.575507  5.642940  0.100
H  -4.333980  -2.573735  5.425562  0.075
H  -3.025645  -2.510213  6.574366  0.064
H  -3.162780  -1.320888  5.287418  0.062
H  -1.944560  -1.488680  3.362118  0.066
H  -1.306726  -2.940451  2.690878  0.072
H  -3.161161  -2.582172  2.737310  0.066
H  -5.262935  -4.955806  5.992075  0.086
H  -4.047998  -4.133892  6.894093  0.061
H  -4.348025  -5.870604  7.150415  0.087
H  -4.874222  -3.855685  4.109778  0.066
C  1.147048  -1.747625  8.185419  -0.027
C  1.243269  -0.309726  7.674220  -0.492
C  1.944503  -0.358059  6.294775  -0.127
C  1.798258  0.933061  5.576389  -0.196
C  0.343789  1.243062  5.344177  -0.140
C  -0.407022  1.437370  6.661913  -0.520
N  -0.131333  0.222052  7.433350  -0.103
O  -0.812718  0.225374  8.626719  -0.026
C  -0.041621  2.719190  7.375322  -0.010
C  -1.903125  1.463184  6.312434  -0.010
C  2.031901  0.455037  8.719054  -0.021
H  2.155896  -2.139997  8.357978  0.092
H  0.748965  -2.438133  7.451081  0.055
H  0.590347  -1.814970  9.119553  0.087
H  3.006746  -0.581219  6.464037  0.128
H  1.616709  -1.146028  5.650165  0.108
H  2.285090  0.926619  4.595467  0.096
H  2.258177  1.749602  6.089664  0.101
H  -0.152507  0.379092  4.874557  0.125
H  0.206208  2.065367  4.688850  0.085
H  -0.535326  2.730241  8.353966  0.088
H  1.024539  2.858306  7.470692  0.066
H  -0.500568  3.518559  6.789792  0.066
H  -2.240288  0.440614  6.188526  0.063
H  -2.480827  1.936999  7.151405  0.106
H  -2.102929  2.068373  5.381300  0.075
H  1.525400  0.294540  9.646665  0.078
H  2.147225  1.496408  8.462986  0.067
H  3.013803  0.007286  8.770965  0.088
H  -0.541586  0.984957  9.175115  0.091
C  -1.092676  -3.235143  -6.899734  -0.015
C  -1.166188  -3.376926  -5.355683  -0.480
C  -1.761345  -2.060807  -4.737052  -0.130
C  -3.275733  -1.949289  -5.008427  -0.137
C  -3.870193  -3.221951  -4.321821  -0.101
C  -3.385886  -4.607073  -4.914321  -0.519
N  -1.943896  -4.518951  -4.775276  -0.082
O  -1.377703  -5.761637  -5.298916  -0.039
C  -3.935200  -5.750203  -4.048381  -0.030
C  -3.875981  -4.841956  -6.330057  -0.035
C  0.248070  -3.521655  -4.753984  -0.032
H  -0.369584  -2.401023  -7.099226  0.101
H  -2.025494  -3.172618  -7.397806  0.042
H  -0.648897  -4.169943  -7.227915  0.076
H  -1.572930  -2.106071  -3.666296  0.093
H  -1.184120  -1.168253  -5.099163  0.128
H  -3.571815  -1.832169  -6.034850  0.099
H  -3.629210  -1.089503  -4.484869  0.086
H  -4.945934  -3.150733  -4.378754  0.112
H  -3.574613  -3.194824  -3.303635  0.077
H  -3.627681  -6.747376  -4.429248  0.093
H  -3.529629  -5.715163  -3.042275  0.059
H  -5.025906  -5.710174  -3.928379  0.085
H  -3.355489  -5.691852  -6.838336  0.102
H  -4.960242  -5.039073  -6.406128  0.092
H  -3.699977  -3.918685  -6.876173  0.050
H  0.947552  -4.246972  -5.186449  0.083
H  0.097300  -3.782662  -3.694553  0.071
H  0.708781  -2.516638  -4.779910  0.066
H  -0.804406  -6.095453  -4.574404  0.114
C  -7.442889  -1.549382  -1.857301  -0.020
C  -7.599741  -2.630440  -0.742564  -0.522
C  -6.624281  -3.827680  -1.031181  -0.126
C  -5.172771  -3.483678  -0.872448  -0.170
C  -4.991283  -3.013454  0.622877  -0.101
C  -5.874487  -1.784876  0.923568  -0.515
N  -7.259592  -2.152977  0.583247  -0.062
O  -8.141962  -0.982105  0.849513  -0.054
C  -5.872147  -1.499306  2.404877  -0.043
C  -5.302955  -0.533707  0.239872  -0.028
C  -9.006894  -3.187613  -0.691891  -0.047
H  -7.861887  -0.618844  -1.474235  0.070
H  -8.022295  -1.913997  -2.691977  0.077
H  -6.419674  -1.427165  -2.270458  0.064
H  -6.839535  -4.641136  -0.323510  0.127
H  -6.895684  -4.081982  -2.079394  0.126
H  -4.835907  -2.670291  -1.503022  0.080
H  -4.537867  -4.318338  -1.089924  0.089
H  -3.938306  -2.810302  0.831598  0.094
H  -5.283881  -3.818467  1.316857  0.111
H  -6.393064  -0.558510  2.613359  0.087
H  -6.373399  -2.419187  2.847391  0.108
H  -4.889060  -1.431824  2.873280  0.059
H  -4.343984  -0.210906  0.662409  0.068
H  -5.171565  -0.623761  -0.828756  0.051
H  -5.967276  0.336056  0.368875  0.090
H  -9.091718  -3.948551  0.127461  0.100
H  -9.208925  -3.722329  -1.621452  0.081
H  -9.821078  -2.480380  -0.525577  0.080
H  -8.603995  -1.307750  1.666415  0.121
C  8.256629  3.823782  -0.650216  -0.034
C  6.875614  3.564059  -1.238317  -0.515
C  5.788038  4.106321  -0.339890  -0.129
C  4.416406  4.332086  -1.015265  -0.158
C  4.580341  5.183251  -2.299752  -0.110
C  5.532809  4.491655  -3.298418  -0.512
N  6.819742  4.329613  -2.528676  -0.055
O  7.734640  3.657944  -3.417166  -0.039
C  4.939280  3.180494  -3.859325  -0.028
C  5.876175  5.364015  -4.453846  -0.053
C  6.664424  2.059318  -1.436350  -0.034
H  8.247392  3.458503  0.373075  0.074
H  8.394654  4.917799  -0.490263  0.097
H  9.119828  3.378493  -1.179843  0.093
H  5.669500  3.448421  0.546040  0.115
H  6.069717  5.084992  0.009189  0.117
H  3.695216  4.760309  -0.302674  0.098
H  3.993699  3.373451  -1.320391  0.080
H  4.982529  6.182963  -2.037064  0.130
H  3.651058  5.396796  -2.766947  0.097
H  4.569936  2.455716  -3.130876  0.041
H  4.114445  3.422070  -4.571274  0.095
H  5.665333  2.516805  -4.384245  0.083
H  4.986277  5.723150  -4.973099  0.091
H  6.276098  6.309286  -4.076463  0.093
H  6.550257  4.865755  -5.149804  0.089
H  5.651532  1.721365  -1.692209  0.057
H  6.903500  1.550265  -0.470089  0.069
H  7.439530  1.606282  -2.104280  0.093
H  8.216946  4.382752  -3.752258  0.076
C  -0.366210  6.201337  2.898499  -0.011
C  -1.683532  5.672342  3.455776  -0.504
C  -2.633568  6.767558  4.026040  -0.119
C  -3.331403  7.568328  2.908699  -0.145
C  -4.120110  6.551620  2.020896  -0.117
C  -3.214318  5.446866  1.396234  -0.471
N  -2.396919  4.826808  2.495244  -0.075
O  -1.498386  3.804493  2.037295  -0.028
C  -4.140562  4.471203  0.745864  -0.047
C  -2.379236  6.038379  0.197725  -0.009
C  -1.367401  4.773055  4.657657  -0.050
H  0.388799  5.482453  2.587414  0.065
H  0.040130  6.819839  3.674717  0.084
H  -0.587613  6.880211  2.073667  0.071
H  -3.358956  6.155405  4.551249  0.116
H  -2.143111  7.360234  4.767021  0.110
H  -2.562855  8.111785  2.330461  0.107
H  -4.007342  8.269360  3.380355  0.101
H  -4.716757  7.037654  1.253484  0.111
H  -4.948562  6.081304  2.591864  0.128
H  -4.813787  3.958228  1.449270  0.093
H  -4.748881  5.065450  0.083839  0.072
H  -3.625562  3.748451  0.136353  0.080
H  -1.683786  5.264487  -0.106563  0.056
H  -3.026772  6.312602  -0.669601  0.087
H  -1.763762  6.899912  0.435669  0.063
H  -2.234217  4.141882  4.967150  0.085
H  -0.956530  5.314069  5.545757  0.101
H  -0.593796  4.059573  4.402683  0.052
H  -0.769003  4.180476  1.542980  0.031
C  6.788295  -0.476276  -5.278162  -0.015
C  7.368320  -1.606989  -4.450607  -0.505
C  6.657651  -1.766871  -3.050316  -0.118
C  5.228976  -2.274474  -3.147627  -0.151
C  5.171432  -3.556226  -4.059594  -0.118
C  5.907845  -3.418209  -5.384083  -0.523
N  7.259380  -2.889098  -5.104769  -0.069
O  7.920029  -2.891535  -6.411390  -0.026
C  6.143548  -4.861940  -5.908889  -0.048
C  4.974128  -2.761426  -6.387208  -0.033
C  8.885192  -1.336350  -4.273700  -0.026
H  6.971404  0.480986  -4.819567  0.071
H  5.712063  -0.606713  -5.279660  0.054
H  7.225540  -0.428184  -6.258082  0.088
H  7.280118  -2.576356  -2.611057  0.120
H  6.706309  -0.935849  -2.341190  0.089
H  4.588324  -1.446700  -3.523091  0.093
H  4.843962  -2.471236  -2.143088  0.095
H  4.147653  -3.902789  -4.227342  0.115
H  5.623589  -4.415918  -3.532367  0.122
H  6.430702  -4.838223  -6.973098  0.084
H  6.900946  -5.429321  -5.337211  0.092
H  5.207046  -5.429997  -5.830480  0.083
H  4.193552  -3.507868  -6.629157  0.101
H  4.531026  -1.859829  -6.089382  0.034
H  5.479318  -2.489133  -7.302721  0.087
H  9.435719  -2.132979  -3.756755  0.087
H  9.065110  -0.411096  -3.726726  0.082
H  9.284184  -1.264001  -5.250710  0.058
H  8.780602  -3.223060  -6.161410  0.093
C  9.405975  -2.046214  -0.161248  -0.023
C  8.622920  -1.175377  0.822749  -0.524
C  7.128867  -1.037885  0.552050  -0.120
C  6.525032  -2.456799  0.746484  -0.158
C  6.627214  -2.857191  2.212905  -0.139
C  8.090891  -2.919353  2.651084  -0.544
N  8.732960  -1.728384  2.168325  -0.132
O  10.020860  -1.719133  2.671760  -0.035
C  8.108963  -2.796671  4.175417  -0.041
C  8.810433  -4.201684  2.219785  -0.022
C  9.296641  0.198773  0.841751  -0.019
H  9.116986  -3.080587  -0.369229  0.070
H  10.428489  -2.083311  0.202753  0.079
H  9.456722  -1.490175  -1.090801  0.074
H  6.729765  -0.290640  1.258396  0.127
H  7.011561  -0.701704  -0.482246  0.077
H  7.102013  -3.153296  0.106694  0.105
H  5.439581  -2.459834  0.506001  0.104
H  6.138063  -3.814221  2.351079  0.117
H  6.044326  -2.141428  2.832094  0.129
H  7.922350  -1.768961  4.437351  0.079
H  7.291667  -3.335979  4.724392  0.100
H  9.097548  -3.003982  4.588213  0.079
H  8.856753  -4.399478  1.119856  0.078
H  9.831104  -4.119369  2.594994  0.071
H  8.385949  -5.108697  2.745269  0.109
H  8.786716  0.852463  1.550356  0.090
H  9.178139  0.610036  -0.173948  0.082
H  10.328216  0.030759  1.140770  0.082
H  10.584537  -2.348039  2.171584  0.097
C  2.986701  0.613378  -1.201868  -0.029
C  1.805068  -0.108269  -0.478188  -0.479
C  1.831941  0.568281  0.915942  -0.131
C  0.557685  0.334828  1.739278  -0.143
C  -0.618357  0.865057  0.899589  -0.092
C  -0.687723  0.222170  -0.512145  -0.469
N  0.611297  0.368298  -1.190224  -0.100
O  0.645754  -0.183559  -2.500475  -0.044
C  -0.976597  -1.316317  -0.480672  -0.022
C  -1.754132  0.922774  -1.328628  -0.015
C  2.018585  -1.610396  -0.410739  -0.020
H  3.862931  0.730276  -0.522458  0.091
H  2.576916  1.576423  -1.488522  0.054
H  3.277983  0.120079  -2.138404  0.066
H  2.737076  0.343896  1.455817  0.115
H  1.887460  1.643346  0.694157  0.093
H  0.727744  0.813942  2.712605  0.087
H  0.531659  -0.719575  1.978741  0.095
H  -0.504670  1.946825  0.856728  0.095
H  -1.590740  0.655587  1.410910  0.109
H  -0.501134  -1.876387  0.302238  0.046
H  -2.039522  -1.506061  -0.338662  0.074
H  -0.645193  -1.726070  -1.436853  0.069
H  -1.854187  0.409445  -2.291250  0.083
H  -2.685564  0.821736  -0.751179  0.078
H  -1.501503  1.965872  -1.540840  0.073
H  1.389682  -2.180340  0.275623  0.066
H  3.078880  -1.816880  -0.244976  0.067
H  1.851098  -2.099252  -1.381628  0.086
H  0.603458  0.593552  -3.073226  0.061
C  2.269985  0.182121  -5.002381  -0.144
O  1.209215  1.080864  -4.691700  -0.128
H  2.431293  0.054674  -6.086083  0.087
H  3.234395  0.562805  -4.663967  0.061
H  2.132820  -0.821738  -4.603346  0.065
H  1.409104  1.994068  -4.966603  0.105
C  -0.195980  -6.408554  2.195535  -0.144
O  -1.393417  -5.723678  1.868108  -0.152
H  -0.392638  -7.461794  2.578782  0.098
H  0.434691  -6.455971  1.334363  0.067
H  0.331472  -5.850293  2.951022  0.056
H  -1.992013  -5.517193  2.607529  0.050
C  -2.943682  4.525965  -3.458635  -0.136
O  -3.223584  4.618878  -4.840119  -0.104
H  -3.077012  3.471014  -3.236017  0.072
H  -1.864050  4.617395  -3.285228  0.075
H  -3.539347  5.180553  -2.804147  0.071
H  -2.950811  5.450220  -5.168022  0.071
C  0.898849  3.973339  -0.888274  -0.137
O  0.889569  4.437389  0.437562  -0.148
H  -0.104889  3.988300  -1.329749  0.066
H  1.599054  4.626032  -1.430924  0.076
H  1.208260  2.911705  -0.972383  0.060
H  1.744080  4.197598  0.858363  0.056
C  -1.409324  -4.409275  -1.272310  -0.138
O  -1.569254  -5.855579  -1.158230  -0.147
H  -0.453987  -4.119489  -0.780368  0.082
H  -1.359667  -4.236741  -2.369695  0.049
H  -2.320830  -3.890572  -0.911222  0.065
H  -1.780290  -5.978602  -0.217049  0.038
C  -3.813402  1.601940  3.203787  -0.138
O  -4.199751  2.837936  3.857171  -0.153
H  -2.747988  1.594973  2.858696  0.068
H  -3.990408  0.804201  3.903810  0.058
H  -4.409017  1.490406  2.300982  0.056
H  -3.686996  3.539766  3.395836  0.027
C  3.054812  3.485405  3.367906  -0.123
O  3.253612  3.507453  1.972597  -0.129
H  3.450406  2.599534  3.831859  0.068
H  3.494028  4.337637  3.864033  0.085
H  1.989090  3.593159  3.553362  0.078
H  4.211100  3.605613  1.848029  0.070

Atoms 1-3, force components in eV/Å:
C 0.4 1.4 0.8
C 0.5 0.2 -0.8
C -1.0 -0.8 0.1